60
Properties=species:S:1:pos:R:3:forces:R:3 method="wB97M-V/def2-TZVPD" charge=0 e_tot_ha=-1716.78349
O -0.289 -1.482 7.010 0.4 -1.4 -1.5
N -0.259 -2.486 6.271 -1.7 -0.8 3.2
O -0.847 -3.547 6.586 1.2 1.7 -0.9
C 0.422 -2.433 5.024 0.6 1.0 -2.3
C 0.350 -3.479 4.099 -0.3 -0.2 0.2
C 0.707 -3.303 2.762 0.5 1.4 0.0
C 1.172 -2.025 2.292 -0.4 0.1 1.3
C 1.504 -1.781 0.845 0.6 -1.2 -0.4
C 2.673 -1.028 0.581 2.7 -0.4 -0.4
N 3.274 -1.109 -0.665 0.4 -0.2 0.2
O 4.314 -0.443 -0.936 -1.1 -0.7 0.6
O 2.765 -1.893 -1.545 -0.1 1.0 0.9
C 1.398 -1.030 3.286 0.0 -0.4 0.0
C 1.003 -1.226 4.621 0.1 0.3 -0.2
H -0.039 -4.428 4.456 0.0 0.1 -0.2
H 0.686 -4.156 2.095 -0.2 0.1 -0.1
H 1.362 -2.697 0.226 0.3 0.4 0.4
H 3.242 -0.545 1.365 0.0 0.1 -0.4
H 1.938 -0.098 3.038 -0.7 -0.5 0.0
H 1.109 -0.414 5.350 0.0 -0.4 -0.4
C -2.690 -0.293 1.381 -0.3 -0.2 0.2
C -2.673 -0.225 -0.152 -0.6 0.0 0.8
C -2.923 -1.609 -0.728 -0.1 -0.2 0.1
C -3.831 0.682 -0.630 0.0 0.1 -0.2
N -1.363 0.269 -0.606 0.6 0.6 0.4
P -0.072 -0.623 -1.230 -1.6 -0.1 -2.9
H 0.850 -1.106 0.108 -1.5 0.3 0.7
N 0.552 0.768 -1.976 0.0 0.4 0.6
C 1.255 0.907 -3.303 0.9 0.2 -0.2
C 0.550 1.909 -4.232 -0.5 0.0 -0.1
C 1.299 -0.438 -4.002 0.4 -0.2 0.1
C 2.691 1.398 -3.077 0.1 0.2 -0.1
C 0.101 1.927 -1.302 -0.4 -0.2 0.2
C -0.990 1.618 -0.469 -0.3 0.8 0.2
C -1.567 2.601 0.352 0.7 1.1 -0.2
C -1.025 3.914 0.345 0.7 -1.1 -1.1
C 0.058 4.227 -0.527 -1.1 -1.2 0.4
C 0.580 3.227 -1.373 0.4 1.2 0.1
H -2.581 0.698 1.845 0.1 -0.5 -0.1
H -3.659 -0.704 1.705 0.3 0.1 0.0
H -1.891 -0.954 1.745 -0.2 0.2 0.0
H -2.940 -1.577 -1.817 0.0 0.0 -0.1
H -2.163 -2.318 -0.408 0.1 -0.1 0.0
H -3.893 -1.981 -0.377 0.2 0.1 -0.1
H -3.803 0.778 -1.727 -0.1 0.0 0.3
H -4.805 0.237 -0.336 0.7 0.1 -0.2
H -3.793 1.691 -0.202 -0.1 -0.4 -0.2
H 0.554 2.927 -3.836 -0.1 -0.2 -0.2
H 1.077 1.937 -5.213 -0.3 -0.2 0.7
H -0.498 1.603 -4.404 0.4 0.2 0.0
H 1.840 -1.160 -3.387 -0.1 0.0 -0.1
H 0.300 -0.802 -4.211 -0.2 -0.1 -0.1
H 1.851 -0.332 -4.945 -0.2 0.0 0.2
H 3.280 0.651 -2.548 0.1 0.1 0.0
H 3.150 1.588 -4.059 -0.1 -0.1 0.3
H 2.722 2.339 -2.510 0.1 -0.4 -0.2
H -2.415 2.397 0.995 0.3 0.1 -0.1
H -1.445 4.681 0.984 0.0 -0.1 0.0
H 0.456 5.235 -0.542 0.0 -0.1 -0.1
H 1.368 3.520 -2.090 -0.6 -0.3 0.8



6
Properties=species:S:1:pos:R:3:forces:R:3 method="wB97M-V/def2-TZVPD" charge=0 e_tot_ha=-858.10996 smiles=NPCl relative_energy_kj_mol=0.0
N 0.886 -0.074 -0.360 -0.5 -3.4 -0.3
P -0.355 0.996 0.003 -0.9 -0.2 -1.1
Cl -2.020 -0.382 0.131 0.3 0.6 0.0
H 0.670 -0.948 0.284 1.1 2.0 -1.9
H 0.872 -0.420 -1.364 0.1 0.6 1.7
H -0.054 0.828 1.307 -0.1 0.3 1.7



31
Properties=species:S:1:pos:R:3:forces:R:3 method="wB97M-V/def2-TZVPD" charge=0 e_tot_ha=-651.63760 smiles="Cc1c[nH]c2ccccc12.CCC(N)=O" relative_energy_kj_mol=15.7
C 1.905 2.729 0.089 0.4 0.4 -0.3
C -0.326 1.513 -0.445 -0.4 0.3 -0.3
C 0.897 2.158 -0.855 0.1 0.2 1.0
C -0.928 1.030 -1.613 -0.7 -0.4 -0.4
C 0.955 2.080 -2.200 -0.4 0.3 -0.2
C -1.050 1.394 0.753 0.4 -0.1 0.5
C -2.130 0.302 -1.616 0.3 0.3 0.0
C -2.284 0.799 0.743 -0.2 -0.3 -0.1
C -2.831 0.267 -0.437 0.2 -0.6 0.1
N -0.172 1.432 -2.677 1.1 0.1 -0.4
H -0.629 1.706 1.704 0.1 0.1 -0.1
H 2.498 3.545 -0.341 -0.1 -0.1 -0.2
H 2.630 1.957 0.351 -0.1 0.0 0.4
H 1.625 2.559 -2.895 0.2 -0.2 0.0
H -0.172 1.121 -3.632 -0.6 -0.2 0.1
H -2.431 -0.253 -2.497 -0.3 0.3 -0.1
H -2.822 0.580 1.657 0.1 0.3 0.1
H -3.745 -0.306 -0.360 0.0 0.0 -0.1
H 1.461 3.167 0.983 -0.1 -0.3 0.1
C 0.525 -1.672 0.552 0.5 -0.8 0.3
C 1.372 -2.799 -0.067 0.4 0.7 -0.4
C -0.308 -2.202 1.704 -0.4 0.9 0.1
O -1.515 -2.335 1.666 0.0 -0.2 -0.1
N 0.378 -2.389 2.874 -0.1 -0.1 0.0
H 1.166 -0.880 0.949 0.0 -0.1 -0.1
H -0.093 -1.227 -0.217 -0.4 0.0 0.1
H 2.056 -2.334 -0.783 0.0 -0.2 -0.1
H 0.752 -3.503 -0.616 -0.1 -0.1 0.1
H -0.170 -2.657 3.675 0.1 -0.2 0.0
H 1.378 -2.444 2.915 0.0 0.1 0.0
H 2.007 -3.339 0.638 -0.2 0.0 0.1



17
Properties=species:S:1:pos:R:3:forces:R:3 method="wB97M-V/def2-TZVPD" charge=0 e_tot_ha=-309.76985 smiles="O[C@@H]1C=CCCC1" relative_energy_kj_mol=190.4
O 1.912 -1.139 0.942 0.1 0.1 0.2
C 1.237 -0.574 -0.169 -0.3 0.0 -0.3
C -0.121 -1.274 -0.361 0.0 0.0 -0.1
C -1.167 -0.457 0.389 0.1 0.0 0.2
C -1.372 0.842 -0.411 -0.2 -0.1 -0.3
C -0.052 1.562 -0.399 -0.2 -0.1 0.0
C 1.049 0.905 0.011 -0.8 -0.1 0.6
H 2.580 -0.493 1.207 0.0 -0.2 0.0
H 1.846 -0.720 -1.078 -0.1 0.0 0.2
H -0.054 -2.320 -0.045 0.1 0.2 0.0
H -0.352 -1.261 -1.434 -0.1 -0.1 0.1
H -0.715 -0.192 1.367 -0.4 -0.1 -0.3
H -2.095 -0.990 0.619 0.1 0.0 -0.4
H -1.769 0.663 -1.411 -0.3 -0.2 0.0
H -2.062 1.515 0.118 0.0 -0.1 -0.3
H -0.051 2.650 -0.368 -0.2 -0.1 0.6
H 1.185 1.283 1.022 2.3 0.8 -0.2



19
Properties=species:S:1:pos:R:3:forces:R:3 method="wB97M-V/def2-TZVPD" charge=0 e_tot_ha=-365.03797 relative_energy_kj_mol=508.0
C 2.189 -0.625 -0.198 -0.1 0.0 0.3
C 1.941 -0.064 1.196 0.0 0.0 -0.2
O 1.037 -0.550 -1.047 -2.0 -0.4 0.7
H 0.515 0.588 -1.121 -0.7 0.6 0.1
H 2.986 -0.066 -0.695 -0.1 -0.1 0.0
H 2.494 -1.674 -0.145 0.0 0.1 0.0
H 1.157 -0.625 1.708 0.0 0.0 0.0
H 1.635 0.980 1.135 0.0 0.0 0.0
H 2.852 -0.125 1.791 0.0 0.0 0.0
C -1.359 -1.184 -0.088 -1.4 0.2 0.4
C -2.094 -0.057 -0.108 -0.2 -1.4 0.2
C -3.015 0.844 -0.086 0.0 0.3 -0.1
C -0.272 1.750 -0.995 1.5 -0.5 -0.1
N -0.534 2.828 -0.672 -0.3 0.0 -0.1
H -1.111 -1.595 0.887 0.1 0.1 0.0
H -1.561 -1.906 -0.876 0.2 0.1 -0.2
H 0.010 -0.935 -0.542 2.5 1.0 -1.0
H -4.030 0.524 0.133 0.1 -0.1 0.1
H -2.838 1.891 -0.275 0.1 0.0 -0.1



9
Properties=species:S:1:pos:R:3:forces:R:3 method="wB97M-V/def2-TZVPD" charge=0 e_tot_ha=-414.89357 relative_energy_kj_mol=212.2
C -1.045 0.594 0.961 -0.8 1.2 0.0
C -0.823 0.069 -0.192 4.6 -2.7 -2.6
C 0.999 -0.494 -0.746 -3.3 0.0 2.3
I 2.371 -0.206 0.917 -0.5 0.3 -1.0
H -1.972 1.166 0.953 -0.2 -0.4 1.0
H -0.302 0.658 1.721 0.3 0.3 0.5
H -1.527 -0.186 -0.964 -0.1 0.4 -0.3
H 1.138 -1.546 -0.947 -0.7 -0.5 0.4
H 1.161 -0.055 -1.702 0.5 1.3 -0.2



12
Properties=species:S:1:pos:R:3:forces:R:3 method="wB97M-V/def2-TZVPD" charge=0 e_tot_ha=-462.48458 relative_energy_kj_mol=663.1
C 0.026 -0.849 -0.933 0.5 0.8 1.5
C 0.045 -2.356 -1.036 -2.0 0.5 -1.2
C -0.778 2.537 1.146 1.9 -4.4 0.8
N 1.754 0.237 0.706 -1.1 0.3 -0.4
Si 0.355 0.941 0.347 -1.2 -0.3 1.0
H 1.027 -0.560 -1.055 1.5 0.3 -1.5
H -0.961 -2.841 -1.099 0.9 0.4 0.2
H 0.667 -2.680 -1.894 -0.4 0.5 0.1
H 0.592 -2.728 -0.223 0.6 -0.6 1.6
H -1.723 2.613 0.773 -2.3 0.4 -1.5
H -0.869 2.368 2.211 0.1 -0.5 0.2
H -0.134 3.317 1.056 1.5 2.5 -0.8



22
Properties=species:S:1:pos:R:3:forces:R:3 method="wB97M-V/def2-TZVPD" charge=+2 e_tot_ha=-352.41835 relative_energy_kj_mol=0.0
Rb 2.777 5.588 -3.373 0.1 0.2 -0.1
C -1.567 -1.235 -0.011 1.1 1.3 -0.5
N -0.616 0.055 0.023 -3.3 -0.7 1.9
C -0.113 0.473 -1.336 -0.9 -1.0 0.8
C -1.511 1.202 0.690 1.2 -0.1 -0.9
C 0.487 -0.210 1.027 1.1 0.6 -1.1
C 1.691 -1.030 0.563 -0.3 -0.5 0.6
O 1.496 -2.429 0.543 -0.7 0.4 -0.3
H -1.897 -1.394 1.016 0.4 -0.2 -0.1
H -0.952 -2.019 -0.452 -0.2 -0.2 0.4
H -2.459 -1.050 -0.610 0.3 0.3 -0.2
H 0.415 -0.398 -1.724 0.1 0.3 -0.2
H 0.518 1.358 -1.248 -0.1 -0.2 0.0
H -1.010 0.639 -1.933 0.2 0.2 -0.1
H -1.677 1.068 1.759 0.8 -0.4 0.0
H -2.525 1.352 0.321 0.3 -0.6 -0.9
H -0.904 2.077 0.459 -0.3 0.2 0.5
H 0.109 -0.519 2.002 -0.3 -0.1 -0.3
H 0.961 0.768 1.106 -0.2 0.3 0.5
H 2.408 -0.804 1.352 0.4 0.2 -0.2
H 2.050 -0.676 -0.404 0.2 0.2 0.0
H 2.317 -2.816 0.230 0.1 -0.3 0.0



7
Properties=species:S:1:pos:R:3:forces:R:3 method="wB97M-V/def2-TZVPD" charge=0 e_tot_ha=-1570.75782 spin_multiplicity=3 relative_energy_kj_mol=0.0
C 0.784 0.268 -0.113 -1.0 -1.3 2.3
P -0.668 -0.688 0.708 0.4 -0.1 -0.3
I 0.676 2.325 0.249 -0.1 0.4 0.5
I 2.277 -0.920 0.846 0.9 0.4 0.0
I -2.843 1.386 0.185 -0.5 0.8 -0.2
I -1.190 -2.602 -0.751 0.3 0.5 0.1
H 0.965 0.231 -1.124 0.1 -0.6 -2.3